# 1
{
  "formula": "C36H56BBr2N5O6",
  "method": "ωB97M-V/def2-TZVPD",
  "spin_multiplicity": 3,
  "s2": 2.008,
  "homo_ev": [-8.70, -9.05],
  "lumo_energy_ev": [0.265, -0.023],
  "elements": ["C", "O", "B", "O", "C", "C", "C", "C", "C", "C", "N", "C", "O", "C", "O", "N", "C", "C", "C", "C", "N", "C", "C", "C", "Br", "C", "C", "Br", "H", "H", "H", "H", "H", "H", "H", "H", "H", "H", "H", "H", "H", "H", "H", "H", "H", "H", "H", "H", "C", "C", "C", "C", "C", "C", "N", "O", "C", "C", "C", "H", "H", "H", "H", "H", "H", "H", "H", "H", "H", "H", "H", "H", "H", "H", "H", "H", "H", "C", "C", "C", "C", "C", "C", "N", "O", "C", "C", "C", "H", "H", "H", "H", "H", "H", "H", "H", "H", "H", "H", "H", "H", "H", "H", "H", "H", "H"],
  "coordinates": [[2.8644, -7.6907, 0.6162], [2.5588, -6.8622, -0.5095], [2.8126, -5.5490, -0.3582], [3.3116, -5.0799, 0.8460], [2.5864, -4.5118, -1.5966], [3.5031, -3.3344, -1.2277], [3.0109, -2.2034, -0.6438], [3.8848, -1.2095, -0.3037], [5.2139, -1.3890, -0.5518], [5.5951, -2.5517, -1.1380], [4.7837, -3.5324, -1.4777], [3.2776, -5.2723, -2.7437], [3.7006, -4.4712, -3.8342], [2.0666, -6.0406, -3.3510], [2.0809, -7.1181, -3.9063], [1.0362, -5.1902, -3.1769], [1.1322, -4.2058, -2.0877], [0.8562, -2.8886, -2.8262], [0.2727, -1.8118, -2.2323], [0.0124, -0.6494, -2.8847], [0.3245, -0.4897, -4.1607], [0.8976, -1.5289, -4.7263], [1.1708, -2.7291, -4.1502], [-0.1019, -4.5451, -1.1671], [-0.5058, -6.4576, -1.0946], [-0.0429, -3.8877, 0.2792], [-1.2775, -3.0120, 0.5855], [-0.1253, -5.3325, 1.6415], [2.2669, -7.4357, 1.4810], [3.9189, -7.6655, 0.8596], [2.6142, -8.7107, 0.3474], [2.6925, -4.4425, 1.2127], [1.9794, -2.0349, -0.4087], [3.5033, -0.3090, 0.1473], [5.8965, -0.6104, -0.2611], [6.6476, -2.6947, -1.3396], [3.9425, -6.0727, -2.4335], [3.8001, -5.0838, -4.5700], [0.1529, -5.3350, -3.6398], [0.0175, -1.8617, -1.1897], [-0.4565, 0.1635, -2.3605], [1.1819, -1.4119, -5.7639], [1.6186, -3.5179, -4.7152], [-0.9774, -4.1348, -1.6453], [0.8888, -3.3974, 0.5026], [-1.0015, -1.9645, 0.5114], [-1.5201, -3.1645, 1.6248], [-2.1123, -3.2600, -0.0526], [-4.2474, 2.8484, 2.3155], [-4.3487, 1.3022, 2.4046], [-5.3504, 0.9028, 3.4900], [-4.8347, 1.1223, 4.9121], [-3.4832, 0.4302, 5.1023], [-2.4562, 0.8392, 4.0480], [-3.0036, 0.7070, 2.6619], [-3.0283, -0.5569, 2.3631], [-1.9986, 2.2870, 4.3331], [-1.1926, 0.0013, 4.2035], [-4.8869, 0.8668, 1.0458], [-4.8444, 3.2335, 1.4897], [-4.6052, 3.3484, 3.2159], [-3.2259, 3.1752, 2.1222], [-5.6055, -0.1554, 3.3775], [-6.2783, 1.4602, 3.3446], [-4.7499, 2.1903, 5.1326], [-5.5550, 0.7251, 5.6297], [-3.0894, 0.6509, 6.0965], [-3.6366, -0.6530, 5.0681], [-1.3286, 2.6422, 3.5505], [-1.4521, 2.3243, 5.2760], [-2.8166, 2.9960, 4.4340], [-1.3879, -1.0679, 4.1379], [-0.7431, 0.1895, 5.1782], [-0.4552, 0.2633, 3.4418], [-4.1933, 1.1367, 0.2462], [-5.8352, 1.3669, 0.8528], [-5.0731, -0.2047, 0.9930], [2.2304, 5.5803, -2.2201], [0.7785, 5.0646, -2.4029], [-0.2045, 6.2340, -2.3499], [-0.3958, 6.8055, -0.9498], [-0.7740, 5.7018, 0.0351], [0.2113, 4.5330, 0.0229], [0.4588, 4.0362, -1.3621], [-0.5693, 3.3568, -1.7411], [1.5279, 4.9752, 0.6885], [-0.3095, 3.4119, 0.9165], [0.7513, 4.4562, -3.7997], [2.7399, 5.6651, -3.1788], [2.2757, 6.5673, -1.7572], [2.8290, 4.8924, -1.6246], [-1.1793, 5.9074, -2.7254], [0.1364, 7.0216, -3.0247], [0.5114, 7.3169, -0.6159], [-1.1805, 7.5667, -0.9674], [-0.8366, 6.1136, 1.0455], [-1.7777, 5.3400, -0.2104], [2.2810, 4.1877, 0.6197], [1.3586, 5.1750, 1.7468], [1.9466, 5.8889, 0.2727], [-1.3014, 3.0659, 0.6282], [-0.3782, 3.7659, 1.9452], [0.3662, 2.5538, 0.9070], [1.4434, 3.6152, -3.8723], [1.0547, 5.2083, -4.5282], [-0.2425, 4.1093, -4.0910]],
  "atomic_forces_ev_per_a": [[-0.23, -0.74, -0.27], [0.61, 0.06, 0.12], [-0.60, 0.43, 0.27], [-0.34, -0.38, -0.06], [1.63, 0.40, 0.41], [-1.44, -1.21, -0.75], [-0.36, 0.70, 0.48], [-0.46, 0.55, 0.32], [-0.01, 1.23, 0.54], [1.46, -0.59, -0.34], [0.08, -0.01, 0.07], [-2.03, -1.63, -0.88], [0.47, 0.15, 0.42], [0.46, 0.17, 0.89], [-0.02, 0.41, -0.35], [-0.43, -0.36, -0.22], [-0.78, -1.44, -1.82], [0.68, -0.35, 0.65], [-0.41, -0.15, 1.89], [-0.14, 0.52, -0.49], [-0.21, 0.70, 0.12], [0.28, 0.51, -1.72], [0.23, -0.70, 0.20], [0.88, 0.63, 1.23], [-0.33, 0.08, -0.87], [-1.49, -1.48, -0.22], [1.21, 0.09, 0.30], [0.64, 0.58, 0.87], [-0.06, 0.33, 0.17], [0.19, 0.21, 0.08], [-0.06, -0.12, -0.22], [0.32, 0.36, 0.22], [-0.29, -0.23, -0.18], [0.05, 0.23, 0.14], [0.42, -0.03, -0.14], [0.15, -0.23, -0.10], [0.79, 0.51, 0.08], [0.20, 0.03, -0.17], [-0.07, -0.22, 0.13], [-0.15, 0.06, 0.18], [-0.14, 0.38, 0.01], [-0.06, 0.16, -0.19], [0.22, -0.12, -0.21], [-0.15, 0.10, -0.21], [0.21, 0.16, -0.18], [-0.29, 0.22, -0.25], [-0.44, 0.10, 0.17], [-0.23, 0.01, -0.09], [0.19, 0.16, 0.14], [-0.53, 1.63, -0.64], [0.03, -0.30, 0.49], [0.14, 0.00, -0.09], [-0.61, -0.20, -0.06], [1.09, 1.38, 0.80], [-1.10, -1.93, 0.99], [0.43, 0.27, -0.65], [-0.20, 0.15, -0.08], [0.05, -0.49, -0.29], [0.23, -0.62, -0.20], [-0.10, -0.14, 0.02], [0.11, -0.01, 0.05], [0.01, -0.05, 0.04], [0.10, -0.03, -0.10], [0.05, 0.06, -0.14], [0.02, -0.01, -0.04], [0.00, -0.01, -0.02], [0.14, 0.05, -0.06], [0.06, -0.01, -0.14], [-0.03, -0.03, -0.02], [0.01, -0.16, -0.01], [-0.03, -0.01, -0.10], [-0.06, 0.04, -0.10], [-0.09, 0.12, 0.03], [-0.04, 0.00, -0.03], [0.01, -0.01, 0.03], [0.02, 0.12, 0.12], [0.14, -0.02, 0.04], [0.15, 0.04, 0.23], [1.62, 0.64, -0.58], [-0.46, 0.10, 0.29], [0.02, 0.00, 0.07], [-0.31, 0.24, -0.38], [1.15, 0.27, 1.47], [-2.03, 0.78, -0.33], [0.19, -0.82, -0.17], [0.22, 0.19, -0.11], [-0.34, -0.40, -0.26], [-0.53, -0.56, -0.11], [-0.15, 0.03, -0.08], [0.00, -0.08, 0.09], [-0.04, 0.00, 0.02], [0.04, -0.15, -0.01], [0.12, -0.09, -0.08], [0.01, -0.02, -0.01], [0.04, -0.04, 0.00], [0.10, -0.12, 0.04], [0.06, -0.13, -0.06], [-0.02, 0.01, -0.04], [-0.13, -0.06, 0.00], [0.00, -0.07, -0.06], [0.06, -0.02, -0.14], [0.10, 0.16, -0.06], [0.00, 0.01, -0.06], [-0.02, -0.01, 0.01], [0.06, 0.09, 0.13], [0.11, -0.05, 0.16]],
  "lowdin_charge": [-0.039, 0.020, -0.694, 0.156, -0.085, -0.223, -0.019, -0.050, -0.068, -0.119, 0.163, -0.220, 0.024, -0.453, 0.091, 0.062, -0.276, -0.137, -0.046, -0.119, 0.085, -0.143, -0.001, -0.562, 0.799, -0.648, -0.137, 0.707, 0.074, 0.098, 0.096, 0.084, 0.091, 0.112, 0.105, 0.113, 0.158, 0.112, 0.152, 0.079, 0.109, 0.110, 0.111, 0.078, 0.052, 0.069, 0.032, 0.090, -0.025, -0.484, -0.136, -0.171, -0.134, -0.492, -0.071, -0.026, -0.030, -0.041, -0.045, 0.081, 0.075, 0.064, 0.125, 0.126, 0.100, 0.113, 0.125, 0.126, 0.064, 0.090, 0.065, 0.078, 0.087, 0.088, 0.093, 0.088, 0.078, -0.031, -0.484, -0.138, -0.175, -0.133, -0.493, -0.083, -0.019, -0.038, -0.048, -0.046, 0.079, 0.074, 0.079, 0.126, 0.126, 0.101, 0.115, 0.125, 0.125, 0.091, 0.087, 0.061, 0.071, 0.070, 0.093, 0.095, 0.087, 0.082]
}

# 2
{
  "formula": "C36H56ClN2O4V",
  "method": "ωB97M-V/def2-TZVPD",
  "spin_multiplicity": 3,
  "s2": 2.013,
  "homo_ev": [-7.20, -7.25],
  "lumo_energy_ev": [-0.515, 0.062],
  "elements": ["V", "C", "N", "C", "C", "C", "N", "C", "C", "C", "C", "C", "C", "C", "O", "C", "C", "C", "C", "C", "C", "C", "C", "C", "C", "C", "C", "C", "C", "C", "O", "C", "C", "C", "C", "C", "C", "C", "C", "H", "H", "H", "H", "H", "H", "H", "H", "H", "H", "H", "H", "H", "H", "H", "H", "H", "H", "H", "H", "H", "H", "H", "H", "H", "H", "H", "H", "H", "H", "H", "H", "H", "H", "H", "H", "H", "H", "H", "H", "H", "H", "H", "H", "H", "H", "H", "H", "H", "H", "H", "H", "H", "H", "Cl", "C", "C", "O", "O", "H", "H"],
  "coordinates": [[13.6477, 10.8170, 8.6623], [16.8876, 11.1849, 9.1456], [15.7733, 10.2160, 9.2227], [16.1844, 8.9454, 8.5802], [15.5179, 9.8951, 10.6572], [14.8031, 11.0908, 11.3459], [13.4373, 11.1620, 10.8231], [12.8279, 12.5097, 11.0603], [11.3870, 12.5531, 10.7018], [10.4112, 12.9913, 11.6651], [9.0798, 12.7925, 11.3676], [8.7167, 12.6068, 10.0152], [9.5853, 12.4585, 8.9607], [10.9980, 12.2729, 9.3514], [11.8757, 11.8420, 8.4963], [9.1873, 12.4723, 7.5001], [9.1957, 11.0267, 6.9973], [7.6865, 12.9584, 7.3285], [10.1152, 13.3076, 6.5409], [8.0255, 12.7544, 12.4406], [8.3853, 13.6544, 13.6318], [7.9246, 11.2886, 12.9690], [6.5863, 13.1643, 11.9414], [12.7307, 10.1193, 11.6391], [11.8613, 9.1165, 11.0027], [10.8818, 8.5573, 11.7948], [10.3194, 7.3087, 11.5619], [10.5747, 6.8230, 10.2895], [11.2899, 7.4778, 9.2895], [12.0663, 8.6225, 9.6544], [13.2021, 8.9139, 9.0948], [11.2898, 6.7057, 7.9884], [12.0179, 5.3719, 8.1665], [11.8075, 7.4864, 6.7537], [9.8326, 6.2855, 7.7244], [9.4413, 6.5950, 12.5650], [9.8818, 5.1125, 12.7372], [9.3776, 7.2392, 13.9890], [7.9882, 6.6769, 11.9381], [17.8765, 10.7904, 9.4783], [16.6724, 12.0929, 9.7425], [16.9683, 11.4578, 8.0994], [17.1700, 8.6387, 8.9654], [16.2166, 9.0986, 7.5012], [15.4455, 8.1639, 8.7765], [16.5140, 9.7469, 11.2001], [14.9256, 8.9616, 10.7067], [15.3126, 12.0264, 11.1057], [14.8542, 10.9700, 12.4430], [13.4288, 13.1776, 10.3460], [12.9530, 12.7762, 12.1162], [10.7401, 13.4756, 12.5629], [7.6807, 12.7669, 9.8209], [8.7810, 10.2744, 7.6684], [10.2582, 10.6930, 6.8208], [8.6859, 10.9511, 5.9994], [6.9321, 12.2208, 7.7151], [7.5188, 13.0087, 6.2257], [7.4485, 13.9584, 7.6856], [11.1412, 12.8828, 6.6522], [10.0880, 14.3217, 6.8497], [9.7468, 13.1279, 5.5187], [9.2775, 13.2101, 14.1679], [7.5332, 13.7703, 14.3199], [8.7313, 14.6954, 13.3379], [8.8589, 10.9619, 13.5000], [7.7516, 10.5636, 12.1562], [7.1429, 11.1773, 13.7562], [6.5137, 14.1834, 11.4869], [5.9554, 13.1661, 12.8521], [6.2658, 12.3393, 11.2852], [12.1196, 10.6555, 12.3747], [13.4586, 9.6267, 12.2806], [10.4712, 9.1001, 12.6296], [10.1697, 5.8399, 10.0365], [12.9983, 5.4871, 8.7552], [12.2606, 4.9440, 7.1513], [11.3640, 4.6148, 8.6772], [12.8365, 7.8256, 6.9776], [11.2160, 8.4078, 6.6187], [11.6911, 6.7309, 5.9425], [9.4824, 5.5689, 8.4761], [9.7337, 5.9452, 6.6760], [9.1564, 7.1903, 7.7994], [10.9254, 5.0296, 13.0289], [9.6268, 4.4947, 11.8493], [9.3623, 4.6098, 13.6301], [10.3861, 7.2482, 14.5200], [8.7259, 6.6100, 14.6376], [8.9946, 8.2917, 13.9146], [7.9684, 6.2206, 10.9172], [7.7054, 7.7480, 11.8272], [7.2727, 6.1955, 12.5856], [14.5021, 13.2119, 7.7184], [14.3025, 12.6847, 5.9469], [13.6715, 11.2843, 5.8476], [12.8001, 10.9921, 4.9911], [14.1211, 10.4701, 6.7662], [15.2897, 12.7081, 5.4791], [13.6261, 13.3793, 5.4162]],
  "atomic_forces_ev_per_a": [[-1.68, -0.80, -0.24], [0.03, 0.43, -0.19], [-0.05, -0.37, 1.46], [-0.06, 0.04, -0.46], [1.13, 0.57, 1.23], [1.03, -0.28, -0.60], [-0.08, -0.69, 0.81], [0.92, 0.49, -1.38], [-1.60, 0.88, -0.56], [0.84, -1.31, -1.74], [0.12, 0.36, -0.35], [0.25, 0.39, 0.23], [2.44, 0.25, 0.85], [-1.76, 0.16, 1.66], [2.50, -1.23, -0.75], [-1.53, -0.16, -0.33], [1.27, -0.85, -1.45], [0.22, -0.73, -1.05], [-0.03, -2.21, 0.90], [-1.07, 0.56, 0.57], [1.45, 0.65, 0.31], [0.36, -0.28, 0.76], [0.66, -0.37, 0.69], [-0.68, 0.80, 0.53], [-0.90, -0.59, -2.45], [-0.73, -0.18, 0.70], [0.77, 0.76, -0.38], [-0.48, -0.53, 0.33], [0.34, 0.19, 0.67], [-0.97, -1.85, 3.61], [1.49, 2.30, -2.33], [-0.44, 0.01, -0.27], [1.63, -0.84, -0.02], [0.04, -0.47, 1.14], [-1.07, 1.60, -0.78], [-1.20, -0.35, 0.12], [-1.24, -0.63, 0.93], [0.75, 0.16, 0.00], [0.90, 0.33, -0.30], [-0.79, -0.15, -0.06], [0.09, -0.54, -0.51], [0.19, 0.26, -0.11], [-0.24, 0.07, -0.12], [0.17, -0.03, 0.05], [0.07, 0.26, 0.02], [-1.09, -0.05, -0.71], [0.28, 0.66, 0.06], [0.08, -0.05, 0.02], [-0.20, 0.17, -0.37], [-0.67, -0.44, 1.25], [0.22, 0.19, -0.17], [0.14, -0.34, 0.62], [-0.56, -0.27, -0.36], [-0.33, 0.29, 0.18], [-0.92, 0.35, 0.14], [0.34, 0.05, 0.83], [0.80, 0.66, -0.13], [0.02, -0.12, 0.68], [0.23, 0.03, 0.39], [-0.75, 0.56, -0.30], [0.05, 1.14, -0.06], [0.24, 0.39, 0.31], [-1.09, 0.45, -0.23], [0.41, -0.20, -0.12], [-0.60, -1.13, 0.07], [-0.49, 0.46, -0.66], [-0.08, 0.32, 0.25], [0.19, 0.18, -0.70], [0.24, -0.97, 0.10], [0.07, -0.07, -0.59], [-0.36, 0.71, -0.01], [-0.10, 0.11, -0.06], [0.19, -0.29, -0.31], [0.60, 0.25, 0.62], [0.16, 0.44, 0.28], [-1.35, -0.24, -0.88], [-0.13, 0.32, 0.97], [0.77, 0.71, -0.27], [-0.35, -0.42, -0.68], [0.07, -0.49, -0.29], [0.44, 1.14, 0.04], [-0.09, -0.02, -0.82], [-0.03, -0.34, 0.61], [0.63, -0.86, -0.06], [0.29, 0.09, -0.48], [0.48, 0.38, 0.48], [0.26, 0.84, -1.28], [-1.08, 0.10, -0.86], [0.17, 0.62, -0.54], [0.23, -0.96, 0.33], [0.00, 0.27, 0.87], [0.16, -0.65, 0.07], [-0.38, -0.27, 0.16], [-0.02, -0.28, -1.09], [-0.80, 0.34, -0.64], [-2.06, -1.31, -1.01], [2.80, 1.33, 2.12], [-0.44, 0.21, 0.09], [-0.11, -0.04, 0.30], [0.45, -0.05, 0.67]],
  "lowdin_charge": [1.010, -0.092, -0.314, -0.064, -0.168, -0.182, -0.209, -0.129, -0.134, 0.017, -0.195, 0.021, -0.074, -0.260, -0.196, -0.508, -0.063, -0.064, -0.020, -0.550, -0.080, -0.055, -0.056, -0.111, -0.118, 0.001, -0.183, -0.011, -0.083, -0.255, -0.182, -0.564, -0.056, -0.024, -0.072, -0.526, -0.057, -0.067, -0.035, 0.106, 0.079, 0.079, 0.100, 0.092, 0.089, 0.150, 0.124, 0.106, 0.136, 0.122, 0.132, 0.101, 0.082, 0.083, 0.080, 0.097, 0.093, 0.080, 0.074, 0.065, 0.069, 0.090, 0.086, 0.078, 0.104, 0.080, 0.082, 0.090, 0.100, 0.077, 0.078, 0.132, 0.125, 0.096, 0.092, 0.110, 0.091, 0.084, 0.076, 0.084, 0.090, 0.060, 0.090, 0.106, 0.076, 0.081, 0.098, 0.102, 0.081, 0.071, 0.087, 0.084, 0.067, 0.662, -0.340, -0.641, 0.050, -0.192, 0.086, 0.095]
}

no.,F_max (eV Å⁻¹)
1,2.8
2,4.2